6 unconnected molecules or ions with the total composition C11H30Cl4O10 at a distorted geometry, computed with ωB97M-V/def2-TZVPD.

ORCA input file:
```
! wB97M-V def2-TZVPD RIJCOSX def2/J DEFGRID3
* xyz 0 1
C -0.60283 0.18634 -1.94272
Cl -0.41356 1.95260 -2.10569
Cl 0.15102 -0.59541 -3.31882
Cl 0.22665 -0.29552 -0.46011
Cl -2.32771 -0.15348 -1.89302
C 2.08682 4.03874 0.34583
C 2.57235 3.46614 -0.97281
O 4.01070 3.45213 -1.10631
O 2.06530 5.46366 0.34467
H 2.68735 3.63251 1.16405
H 1.05795 3.70346 0.49069
H 2.13086 4.05488 -1.78905
H 2.27092 2.43195 -1.13241
H 4.37452 4.32199 -0.92006
H 2.97022 5.77998 0.41775
C 0.91340 0.79686 2.79978
C 0.94939 -0.41874 3.65403
O -0.12228 -0.32831 4.56289
O 1.28543 1.96766 3.54722
H -0.13220 0.94374 2.48903
H 1.53186 0.78020 1.90949
H 1.92807 -0.49052 4.15947
H 0.93982 -1.34239 3.05033
H -0.11656 -1.11926 5.10862
H 0.60723 2.09453 4.21817
C -1.03074 -4.71429 2.21932
C -2.02638 -3.64026 1.85361
O -1.38255 -2.37972 1.63997
O -0.34126 -4.43309 3.42380
H -0.32894 -4.85889 1.38439
H -1.59529 -5.65340 2.28831
H -2.74344 -3.50748 2.66277
H -2.56036 -3.93486 0.94592
H -0.84457 -2.46700 0.84585
H -0.43557 -3.49170 3.59965
C -5.36189 -1.44638 0.07070
C -6.40778 -0.54132 -0.49380
O -5.70923 0.43541 -1.29509
O -4.89962 -2.39430 -0.89625
H -5.75988 -2.01092 0.91204
H -4.52786 -0.83905 0.43877
H -6.96297 -0.04156 0.31189
H -7.12469 -1.10956 -1.09210
H -6.35658 0.98556 -1.74492
H -4.65144 -1.88979 -1.67825
C 3.42344 0.76431 -4.10075
C 4.32048 0.35823 -2.93702
O 5.59412 -0.08821 -3.34906
O 3.49363 -0.20111 -5.14358
H 3.66271 1.76897 -4.46432
H 2.40714 0.84323 -3.68330
H 3.78948 -0.36858 -2.30946
H 4.50124 1.24369 -2.32676
H 5.49129 -0.96442 -3.73197
H 3.32274 0.25278 -5.97144
*
```

Its maximum force is 1.73 eV/Å. Its total energy is -82454.925 eV. The frontier orbital gap comes out at 10.233 eV. For the lowest unoccupied orbital energy, the calculation gives 0.2 eV. Its SMILES is ClC(Cl)(Cl)Cl.OCCO.OCCO.OCCO.OCCO.OCCO.

Partial atomic charges computed with the Löwdin method, in multiples of e: -2.02, 0.54, 0.58, 0.58, 0.58, -0.24, -0.25, -0.08, -0.06, 0.12, 0.11, 0.12, 0.07, 0.08, 0.08, -0.27, -0.28, -0.05, -0.07, 0.12, 0.09, 0.13, 0.11, 0.09, 0.08, -0.26, -0.24, -0.10, -0.06, 0.12, 0.12, 0.13, 0.12, 0.04, 0.06, -0.26, -0.24, -0.09, -0.08, 0.12, 0.11, 0.12, 0.12, 0.08, 0.05, -0.26, -0.25, -0.05, -0.06, 0.12, 0.05, 0.12, 0.10, 0.08, 0.08

A molecular structure, C11H30ClGdIO4P3 at a distorted geometry, computed with ωB97M-V/def2-TZVPD.

ORCA input file:
```
! wB97M-V def2-TZVPD RIJCOSX def2/J DEFGRID3
* xyz 2 8
C -3.66431 -0.20530 -6.26819
C -2.43920 -0.76007 -5.63688
H -3.75858 -0.60161 -7.29445
H -3.59364 0.89168 -6.28894
H -4.54001 -0.49096 -5.66782
O -1.59190 -1.50234 -6.00004
I -1.96079 0.00427 -3.20970
Gd -0.35923 0.04370 -0.66068
P -1.48262 -2.16561 0.78718
C -0.78514 -3.74803 1.40314
C -2.48139 -1.73212 2.25660
H -3.10117 -2.59402 2.53286
H -3.43691 -3.44662 0.15595
H -3.11621 -0.86949 2.02918
H -3.32589 -1.89602 -0.76170
H -0.07205 -3.52769 2.21044
H -1.80886 -1.47289 3.08376
C -2.76556 -2.75543 -0.37145
H -1.60120 -4.38370 1.77793
H -2.27946 -3.26580 -1.21317
H -0.26054 -4.25836 0.58585
P 1.50774 2.15248 -1.19680
C 3.33286 2.26468 -1.33720
C 1.00099 2.72159 -2.85905
H 0.14132 3.89126 -0.20240
H 1.78507 4.48830 -0.61968
H 1.52414 3.46484 0.83660
C 1.21139 3.65490 -0.19707
H -0.09077 2.81379 -2.89724
H 1.47672 3.68757 -3.07091
H 3.60720 3.27609 -1.67674
H 3.69003 1.51984 -2.06068
H 1.31137 1.97847 -3.60365
H 3.78453 2.05842 -0.35648
Cl -2.08389 1.62303 0.26265
C 3.77229 -0.54036 1.56467
O 2.72670 0.41930 1.79387
P 1.12237 0.14814 1.76231
O 0.95265 -1.16264 2.75034
C 1.72746 -1.47256 3.91235
O 0.80595 1.39404 2.76265
C -0.46569 1.75503 3.33040
H 3.76335 -0.96311 0.55542
H 3.75880 -1.36548 2.30041
H 4.70359 0.02317 1.70499
H 2.20458 -2.43820 3.71713
H 2.47799 -0.71850 4.17901
H 1.03046 -1.59036 4.73683
H -1.35719 1.51172 2.71736
H -0.57630 1.28966 4.32533
H -0.42102 2.85131 3.41568
*
```

Its maximum force is 5.25 eV/Å. As for the expectation value of S²: 15.996. Its total energy is -89396.099 eV. The frontier orbital gap (alpha / beta) comes out at 6.390 / 8.455 eV. For the lowest unoccupied orbital energy (alpha / beta), the calculation gives -8.9 / -7.0 eV.

Partial atomic charges computed with the Löwdin method, in multiples of e: -0.02, -0.42, 0.13, 0.11, 0.11, 0.16, 0.55, 0.52, 0.69, -0.24, -0.25, 0.07, 0.07, 0.04, 0.02, 0.04, 0.05, -0.29, 0.07, 0.05, 0.05, 0.69, -0.25, -0.28, 0.04, 0.07, 0.05, -0.25, 0.02, 0.07, 0.07, 0.06, 0.05, 0.05, -0.04, -0.08, -0.34, 0.68, -0.39, -0.09, -0.33, -0.11, 0.09, 0.08, 0.11, 0.10, 0.10, 0.10, 0.01, 0.10, 0.10

A molecular structure, C11H30ClIN3O2P2Tb at a distorted geometry, computed with ωB97M-V/def2-TZVPD.

ORCA input file:
```
! wB97M-V def2-TZVPD RIJCOSX def2/J DEFGRID3
* xyz 2 7
C -1.76243 3.15652 -1.08710
I -2.27755 0.98711 -2.89764
H -0.80345 3.30908 -1.60141
H -1.64803 2.39515 -0.30374
H -1.99635 4.10560 -0.57496
Tb 2.06614 -0.28337 -0.76817
P 2.28329 1.95404 -2.34851
C 1.25984 2.41257 -3.78809
C 2.46315 3.55187 -1.47346
H 4.62572 1.22309 -2.46462
H 4.35482 2.74080 -3.38061
H 3.81566 1.17161 -4.06417
C 3.93501 1.75357 -3.13876
H 2.97794 3.39071 -0.51273
H 3.05288 4.25654 -2.08284
H 1.63100 3.34384 -4.24171
H 0.20875 2.53532 -3.48762
H 1.47167 3.98786 -1.27072
H 1.30545 1.60420 -4.53093
C -2.87753 2.82901 -2.00242
O -3.91994 3.37350 -2.24131
Cl 3.89271 -0.07778 0.84670
C 0.74119 -0.19973 3.13366
N -0.55136 -0.69689 2.63182
C -1.47086 -1.03502 3.73092
P -0.59493 -1.51003 1.20709
O 0.29469 -0.72938 0.24533
N 0.00429 -3.04804 1.19890
C 1.44694 -3.24752 0.89170
C -0.60040 -4.05471 2.09351
N -2.15144 -1.59981 0.73197
C -2.94097 -0.35317 0.69293
C -2.44405 -2.49808 -0.40265
H 0.53422 0.67034 3.77536
H 1.39970 0.12271 2.31218
H 1.27051 -0.96724 3.72892
H -1.51448 -0.16619 4.40068
H -2.48191 -1.24549 3.37020
H -1.10923 -1.89624 4.31529
H 2.10343 -2.67498 1.57184
H 1.65989 -4.31682 1.02108
H 1.66097 -2.98249 -0.16808
H -0.36327 -3.86219 3.15277
H -1.69194 -4.07411 1.96407
H -0.19975 -5.03808 1.81938
H -2.80712 0.17212 -0.27287
H -4.00301 -0.62017 0.79531
H -2.65280 0.31146 1.51816
H -2.25388 -2.00154 -1.36950
H -1.83422 -3.40613 -0.32636
H -3.50895 -2.77343 -0.34883
*
```

Its maximum force is 2.78 eV/Å. As for the expectation value of S²: 12.725. Its total energy is -82083.786 eV. The frontier orbital gap (alpha / beta) comes out at 7.242 / 7.914 eV. For the lowest unoccupied orbital energy (alpha / beta), the calculation gives -7.7 / -7.1 eV.

Partial atomic charges computed with the Löwdin method, in multiples of e: -0.15, 0.94, 0.05, 0.07, 0.11, 1.28, 0.66, -0.27, -0.24, 0.04, 0.07, 0.06, -0.25, 0.05, 0.07, 0.08, -0.03, 0.05, 0.06, -0.82, 0.08, -0.06, -0.08, -0.29, -0.07, 0.56, -0.53, -0.30, -0.08, -0.06, -0.28, -0.09, -0.07, 0.10, 0.02, 0.11, 0.10, 0.09, 0.09, 0.08, 0.11, 0.05, 0.09, 0.09, 0.10, -0.01, 0.11, 0.08, 0.06, 0.08, 0.11

A molecular structure, C11H30Cu2O13 at a distorted geometry, computed with ωB97M-V/def2-TZVPD.

ORCA input file:
```
! wB97M-V def2-TZVPD RIJCOSX def2/J DEFGRID3
* xyz 0 1
Cu -7.14312 -19.02578 5.58579
Cu -6.52094 -22.94818 6.94976
C -6.05180 -20.36469 7.73301
O -7.17376 -20.76053 7.25533
O -5.80257 -19.10246 7.58967
O -5.23437 -21.18736 8.23676
C -10.49237 -20.76835 6.21610
C -10.69208 -21.17801 7.67899
O -9.92972 -20.46348 8.62308
O -9.33218 -21.37692 5.63818
H -10.53485 -19.67743 6.11940
H -11.39002 -21.09011 5.68548
H -10.52718 -22.25975 7.81521
H -11.73683 -21.15698 8.00640
H -9.01433 -20.34750 8.32183
H -8.57366 -21.20601 6.21396
C -9.35066 -18.20298 11.07072
C -9.21458 -16.77023 10.53687
O -9.00510 -16.73976 9.13264
O -10.59112 -18.69481 10.57189
H -9.32684 -18.15571 12.16365
H -8.53369 -18.88581 10.81435
H -8.35799 -16.30856 11.04082
H -10.15071 -16.24956 10.71086
H -8.16100 -17.12068 8.86981
H -10.37265 -19.33499 9.85602
C -2.85152 -16.87438 7.51199
C -3.63872 -16.72272 8.83530
O -4.08766 -17.95508 9.36790
O -3.73693 -17.21183 6.42928
H -2.08702 -17.64602 7.63180
H -2.42591 -15.93747 7.14818
H -4.53885 -16.14230 8.58532
H -3.09154 -16.12680 9.56547
H -4.74580 -18.36657 8.76189
H -4.34970 -17.87320 6.77995
C -2.01933 -20.90013 6.50787
C -1.41031 -20.80944 7.90041
O -0.23600 -20.02508 7.91601
O -3.13500 -21.75672 6.50405
H -1.28366 -21.31759 5.81552
H -2.19652 -19.86610 6.19051
H -1.26258 -21.78585 8.37904
H -2.17265 -20.32673 8.53617
H -0.02823 -19.79865 8.82504
H -3.77273 -21.35706 7.11916
C -3.64150 -22.30975 11.39279
C -3.70805 -23.65774 10.68997
O -3.99011 -23.53314 9.27679
O -4.88082 -21.62452 11.50795
H -2.84121 -21.64277 11.06949
H -3.35899 -22.60986 12.41130
H -4.39732 -24.38306 11.11984
H -2.67494 -24.01935 10.74487
H -4.36610 -22.66297 9.12683
H -5.02742 -21.23153 10.63573
*
```

Its maximum force is 2.78 eV/Å. Its total energy is -127785.981 eV. The frontier orbital gap comes out at 6.750 eV. For the lowest unoccupied orbital energy, the calculation gives -2.5 eV.

Partial atomic charges computed with the Löwdin method, in multiples of e: 0.73, 0.74, -0.83, -0.13, -0.08, -0.04, -0.21, -0.22, -0.08, -0.09, 0.12, 0.12, 0.12, 0.13, 0.08, -0.01, -0.24, -0.24, -0.08, -0.09, 0.11, 0.12, 0.11, 0.12, 0.07, 0.04, -0.21, -0.24, -0.09, -0.10, 0.10, 0.12, 0.12, 0.11, 0.03, 0.02, -0.25, -0.27, -0.06, -0.07, 0.12, 0.11, 0.12, 0.11, 0.09, 0.03, -0.25, -0.21, -0.09, -0.05, 0.12, 0.12, 0.12, 0.11, 0.00, 0.06